{
  "formula": "C12H34InN2O9P2",
  "method": "wB97M-V/def2-TZVPD",
  "largest_force_ha_per_bohr": 0.098,
  "homo_lumo_gap_ev": 5.7981,
  "total_energy_ev": -58156.196,
  "total_charge": -1,
  "symbols": ["C", "C", "N", "In", "C", "C", "C", "C", "N", "O", "H", "H", "H", "H", "H", "H", "H", "H", "H", "H", "H", "H", "H", "H", "H", "H", "C", "O", "P", "O", "O", "C", "O", "C", "H", "H", "H", "H", "H", "H", "H", "H", "H", "C", "O", "P", "O", "O", "C", "O", "C", "H", "H", "H", "H", "H", "H", "H", "H", "H"],
  "xyz": [[0.436, -0.424, 1.786], [0.029, -0.180, 0.325], [0.372, 1.116, -0.242], [2.478, 1.524, -0.402], [2.923, 3.586, -1.091], [3.276, -0.027, -1.824], [4.566, 0.503, -2.506], [5.682, 0.338, -1.516], [6.251, 1.555, -0.980], [6.051, -0.746, -1.169], [0.490, -1.509, 1.942], [1.410, -0.010, 2.035], [-0.316, -0.062, 2.489], [0.514, -0.941, -0.295], [-1.060, -0.338, 0.273], [-0.136, 1.856, 0.230], [3.332, 1.262, 1.173], [3.991, 3.666, -1.305], [2.348, 3.839, -1.982], [2.710, 4.303, -0.296], [2.502, -0.281, -2.548], [3.498, -0.901, -1.214], [4.407, 1.556, -2.727], [4.761, -0.067, -3.417], [7.255, 1.487, -1.097], [6.013, 1.584, 0.008], [-3.569, -0.819, -6.541], [-2.514, 0.108, -6.840], [-1.226, 0.157, -5.840], [-0.511, 1.387, -6.196], [-0.541, -1.196, -6.397], [0.037, -1.158, -7.697], [-0.964, -0.250, -4.343], [-0.943, 0.799, -3.331], [-4.284, -0.778, -7.359], [-3.179, -1.837, -6.460], [-4.075, -0.547, -5.614], [0.244, -0.136, -8.015], [-0.634, -1.634, -8.416], [0.970, -1.717, -7.659], [-1.742, 1.520, -3.491], [0.018, 1.301, -3.347], [-1.072, 0.333, -2.360], [-3.384, 0.928, 7.892], [-3.023, 0.441, 6.589], [-2.579, -1.118, 6.427], [-1.967, -1.207, 5.099], [-4.096, -1.678, 6.516], [-4.965, -1.397, 5.421], [-2.074, -2.333, 7.332], [-0.678, -2.684, 7.234], [-3.736, 1.949, 7.772], [-4.184, 0.322, 8.323], [-2.522, 0.928, 8.559], [-4.408, -1.138, 4.521], [-5.638, -0.577, 5.681], [-5.555, -2.292, 5.232], [-0.036, -1.807, 7.209], [-0.521, -3.277, 6.337], [-0.435, -3.279, 8.112]],
  "forces_ev_per_a": [[-0.24, -0.66, -0.02], [0.15, 0.58, 0.20], [0.13, 0.12, -0.15], [0.23, -0.08, 0.04], [-0.11, -0.29, 0.16], [-0.23, 0.54, 0.54], [-0.95, -0.10, 0.31], [-0.39, 0.39, -0.51], [-0.17, 0.16, -0.32], [0.63, -0.70, 0.23], [0.02, -0.01, 0.17], [0.03, 0.14, -0.13], [0.06, 0.23, 0.01], [-0.09, -0.07, -0.06], [-0.01, -0.22, -0.17], [-0.03, -0.07, 0.13], [0.00, 0.05, -0.05], [0.01, -0.05, -0.12], [0.03, 0.15, -0.03], [-0.14, 0.06, -0.04], [0.08, -0.01, -0.14], [0.03, -0.23, -0.24], [0.32, 0.02, -0.30], [0.35, 0.03, 0.00], [0.07, -0.07, 0.42], [0.16, 0.08, 0.05], [0.05, -0.12, -0.11], [-0.96, 0.08, 2.13], [3.53, -0.51, -2.55], [-0.49, 0.43, 0.14], [0.14, -0.04, 0.21], [-0.15, -0.12, -0.15], [-2.12, 0.18, 0.20], [-0.09, 0.10, 0.35], [0.04, 0.07, -0.04], [0.02, 0.03, 0.02], [-0.01, -0.02, -0.01], [0.00, 0.03, 0.05], [0.00, 0.03, -0.01], [0.00, -0.01, 0.02], [0.01, 0.02, -0.08], [0.03, -0.05, -0.11], [0.09, -0.12, -0.05], [-0.19, 0.00, -0.02], [1.79, -0.27, 1.90], [-3.28, -1.57, -3.50], [0.68, 0.34, 0.22], [0.07, -0.39, 0.04], [-0.15, 0.21, 0.08], [0.88, 1.68, 1.35], [0.18, -0.14, 0.14], [0.03, 0.00, -0.09], [0.03, -0.02, -0.03], [-0.01, 0.03, 0.01], [0.05, -0.02, 0.02], [0.02, 0.02, -0.03], [0.01, -0.02, 0.02], [0.02, 0.01, -0.06], [-0.04, 0.10, -0.08], [-0.10, 0.04, 0.04]],
  "lowdin_charge": [-0.13, -0.44, -0.21, 0.61, -0.28, -0.28, -0.24, -0.54, 0.10, 0.08, 0.06, 0.01, 0.05, 0.08, 0.08, 0.00, -0.10, -0.05, -0.05, -0.05, 0.02, 0.02, 0.08, 0.10, 0.07, 0.07, -0.11, -0.23, 0.41, -0.24, -0.25, -0.11, -0.20, -0.06, 0.08, 0.09, 0.08, 0.08, 0.08, 0.09, 0.08, 0.09, 0.07, -0.10, -0.22, 0.44, -0.22, -0.26, -0.11, -0.21, -0.09, 0.09, 0.09, 0.08, 0.08, 0.08, 0.08, 0.09, 0.09, 0.08]
}